The following is a quantum chemistry calculation of C20H28Cl2N2O5P2Re as an isolated structure, from the Open Molecules 2025 dataset.

Properties
Frontier orbital gap (spin up / spin down) ... 6.63 / 7.00 eV
Highest occupied orbital energy (spin up / spin down) ... -15.74 / -15.72 eV
Max |F| ... 1.96 eV Å⁻¹
<S²> ... 0.7748
Relative energy (zero: lowest compared OMol25 entry of this formula, charge and spin) ... 71.5 kJ/mol

```
! RIJCOSX wB97M-V def2-TZVPD def2/J DEFGRID3
* xyz 2 2
Re 0.33 -1.63 0.40
C 1.34 -0.56 3.65
P 0.48 0.05 2.17
C -1.04 0.77 2.81
C 1.51 1.33 1.41
C 1.38 2.67 1.76
C 2.21 3.62 1.17
C 3.17 3.23 0.25
C 3.31 1.89 -0.10
C 2.48 0.94 0.47
P 2.58 -0.81 0.04
C 3.52 -1.08 -1.48
C 3.67 -1.61 1.27
H 1.00 0.04 4.50
H 2.41 -0.45 3.55
H 1.09 -1.61 3.85
H -0.78 1.58 3.50
H -1.56 -0.01 3.37
H -1.69 1.13 2.03
H 0.63 2.99 2.48
H 2.10 4.66 1.44
H 3.82 3.97 -0.20
H 4.05 1.60 -0.84
H 3.24 -0.40 -2.27
H 3.34 -2.11 -1.80
H 4.58 -0.98 -1.23
H 4.47 -0.91 1.54
H 4.12 -2.49 0.81
H 3.15 -1.94 2.16
Cl 0.34 -3.52 -1.27
C -0.47 -4.38 0.12
Cl -1.69 -3.18 0.68
C 0.59 -4.41 1.22
O 0.92 -5.40 1.76
O 1.06 -3.14 1.43
H -0.90 -5.33 -0.16
C -3.83 -1.51 -2.54
C -4.10 -0.18 -1.84
C -2.82 0.64 -1.56
C -3.19 1.98 -0.88
C -2.01 2.91 -0.58
C -2.13 0.95 -2.87
O -2.71 1.42 -3.81
N -0.73 0.76 -2.95
C 0.07 0.17 -2.03
O 1.26 0.06 -2.18
N -0.57 -0.38 -0.87
C -1.95 -0.13 -0.59
O -2.37 -0.49 0.49
H -4.75 -2.10 -2.62
H -3.11 -2.13 -2.00
H -3.46 -1.36 -3.56
H -4.60 -0.34 -0.89
H -4.74 0.45 -2.45
H -3.72 1.73 0.05
H -3.90 2.47 -1.53
H -1.25 2.43 0.05
H -2.35 3.80 -0.06
H -1.52 3.24 -1.50
H -0.28 1.08 -3.79
*
```

=====

The following is a quantum chemistry calculation of a 2-piece molecular cluster, C4H13NO overall, from the Open Molecules 2025 dataset.

Properties
Frontier orbital gap ... 9.89 eV
Highest occupied orbital energy ... -8.97 eV
Max |F| ... 1.99 eV Å⁻¹
Relative energy (zero: lowest compared OMol25 entry of this formula, charge and spin) ... 60.6 kJ/mol
SMILES ... CC(C)CN.O

```
! RIJCOSX wB97M-V def2-TZVPD def2/J DEFGRID3
* xyz 0 1
C 0.47 -0.69 -0.68
C 0.69 0.79 -0.12
C -0.71 1.43 -0.07
C 1.55 0.75 1.13
N 2.98 0.62 0.78
H -0.43 -1.08 -0.21
H 1.38 -1.24 -0.45
H 0.34 -0.73 -1.76
H 1.29 1.32 -0.87
H -0.63 2.49 0.18
H -1.15 1.33 -1.07
H -1.37 1.03 0.71
H 1.29 -0.15 1.69
H 1.50 1.65 1.74
H 3.41 1.51 0.59
H 3.07 -0.02 0.00
O -4.25 -2.82 -0.48
H -5.02 -2.46 -0.94
H -4.40 -3.73 -0.16
*
```

=====

The following is a quantum chemistry calculation of one molecule with the formula C4H6N2, from the Open Molecules 2025 dataset.

Properties
Frontier orbital gap ... 9.60 eV
Highest occupied orbital energy ... -8.55 eV
Max |F| ... 3.59 eV Å⁻¹
Relative energy (zero: lowest compared OMol25 entry of this formula, charge and spin) ... 387.9 kJ/mol

```
! RIJCOSX wB97M-V def2-TZVPD def2/J DEFGRID3
* xyz 0 1
N -0.06 0.28 -1.44
C 1.19 -0.04 -1.27
C 1.18 -0.76 0.09
N -0.13 -0.61 0.75
C -1.07 -0.08 -0.15
C -0.60 0.75 1.00
H 1.36 -1.83 -0.10
H 1.96 -0.41 0.77
H -2.08 -0.54 -0.22
H -0.64 0.79 -2.07
H 0.00 1.60 0.70
H -1.11 0.86 1.96
*
```

=====

The following is a quantum chemistry calculation of a 8-piece molecular cluster, C47H43ClF9NO4P2 overall, from the Open Molecules 2025 dataset.

Properties
Frontier orbital gap ... 8.66 eV
Highest occupied orbital energy ... -8.13 eV
Max |F| ... 2.17 eV Å⁻¹
Relative energy (zero: lowest compared OMol25 entry of this formula, charge and spin) ... 0.0 kJ/mol
SMILES ... CC[C@@H](Cl)P(N(C(=O)F)C(=O)F)#P(O)O.Fc1ccccc1.Fc1ccccc1.Fc1ccccc1.Fc1ccccc1.Fc1ccccc1.Fc1ccccc1.Fc1ccccc1

```
! RIJCOSX wB97M-V def2-TZVPD def2/J DEFGRID3
* xyz 0 1
C 4.43 -0.22 2.28
C 3.76 -0.45 0.91
C 2.63 0.56 0.57
Cl 1.63 -0.21 -0.75
P 1.60 0.97 2.05
N 1.25 2.74 2.00
C 1.15 3.21 0.66
O 0.49 2.69 -0.17
F 1.92 4.26 0.36
C 2.09 3.44 2.91
O 2.68 2.97 3.82
F 2.07 4.76 2.73
P -0.49 0.25 1.68
O -0.29 -1.36 1.51
O -1.03 0.47 3.21
H 5.48 -0.48 2.21
H 3.97 -0.81 3.07
H 4.38 0.84 2.54
H 3.37 -1.46 0.79
H 4.53 -0.29 0.16
H 3.09 1.44 0.12
H -0.74 -1.57 0.67
H -0.28 0.74 3.77
F -1.70 -0.74 -1.17
C -2.99 -0.49 -1.48
C -3.32 0.70 -2.09
C -4.65 0.93 -2.41
C -5.62 -0.01 -2.10
C -5.26 -1.20 -1.48
C -3.93 -1.44 -1.16
H -2.54 1.43 -2.31
H -4.93 1.86 -2.90
H -6.66 0.18 -2.35
H -6.01 -1.94 -1.24
H -3.61 -2.36 -0.68
F 3.75 11.48 3.63
C 3.04 10.34 3.66
C 3.68 9.14 3.41
C 2.94 7.97 3.44
C 1.58 8.01 3.71
C 0.95 9.22 3.96
C 1.69 10.40 3.93
H 4.74 9.13 3.20
H 3.43 7.02 3.26
H 1.00 7.09 3.74
H -0.11 9.26 4.16
H 1.22 11.36 4.12
F -2.15 -4.25 -0.75
C -0.86 -4.66 -0.77
C -0.28 -4.97 -1.98
C 1.05 -5.38 -2.00
C 1.76 -5.49 -0.81
C 1.15 -5.19 0.40
C -0.17 -4.76 0.43
H -0.85 -4.87 -2.89
H 1.52 -5.61 -2.94
H 2.79 -5.82 -0.83
H 1.70 -5.27 1.32
H -0.66 -4.50 1.35
F 2.69 -6.19 3.10
C 2.07 -6.86 4.08
C 1.25 -6.17 4.95
C 0.61 -6.87 5.96
C 0.79 -8.24 6.09
C 1.62 -8.92 5.20
C 2.27 -8.23 4.19
H 1.12 -5.10 4.84
H -0.04 -6.35 6.65
H 0.29 -8.79 6.88
H 1.77 -9.98 5.30
H 2.91 -8.73 3.48
F 0.01 2.13 5.15
C -0.65 3.23 5.59
C -0.08 3.99 6.58
C -0.76 5.12 7.02
C -1.98 5.46 6.46
C -2.53 4.67 5.46
C -1.86 3.54 5.01
H 0.87 3.70 7.00
H -0.32 5.74 7.79
H -2.51 6.34 6.80
H -3.49 4.93 5.03
H -2.27 2.91 4.23
F 2.18 -2.57 -3.58
C 1.32 -1.84 -4.32
C 1.73 -1.41 -5.57
C 0.84 -0.66 -6.34
C -0.42 -0.36 -5.85
C -0.80 -0.80 -4.59
C 0.07 -1.55 -3.82
H 2.72 -1.66 -5.93
H 1.14 -0.32 -7.32
H -1.11 0.23 -6.44
H -1.79 -0.56 -4.20
H -0.21 -1.92 -2.84
F -1.46 0.08 -8.65
C -2.27 -0.67 -9.43
C -3.63 -0.62 -9.22
C -4.45 -1.39 -10.03
C -3.91 -2.19 -11.02
C -2.54 -2.22 -11.21
C -1.70 -1.45 -10.42
H -4.03 0.01 -8.44
H -5.52 -1.36 -9.88
H -4.56 -2.79 -11.65
H -2.11 -2.85 -11.98
H -0.63 -1.46 -10.55
*
```

=====

The following is a quantum chemistry calculation of one molecule with the formula C3H6BrN2OP, from the Open Molecules 2025 dataset.

Properties
Frontier orbital gap ... 9.25 eV
Highest occupied orbital energy ... -9.20 eV
Max |F| ... 3.45 eV Å⁻¹
Relative energy (zero: lowest compared OMol25 entry of this formula, charge and spin) ... 0.0 kJ/mol
SMILES ... CC[C@@H]1N=NP(Br)O1

```
! RIJCOSX wB97M-V def2-TZVPD def2/J DEFGRID3
* xyz 0 1
C -0.53 0.34 0.43
C 0.78 0.27 -0.22
C 1.40 -1.09 -0.32
N 1.78 -1.45 0.97
N 2.95 -1.44 1.19
P 3.98 -1.19 -0.29
Br 4.39 0.95 0.20
O 2.63 -1.15 -1.13
H -1.25 -0.19 -0.16
H -0.87 1.39 0.49
H -0.58 -0.02 1.49
H 1.51 0.94 0.13
H 0.66 0.44 -1.33
H 0.68 -1.67 -0.84
*
```

=====

The following is a quantum chemistry calculation of an isolated ion of composition C4H10N3 and charge +1, from the Open Molecules 2025 dataset.

Properties
Frontier orbital gap ... 10.58 eV
Highest occupied orbital energy ... -13.77 eV
Max |F| ... 4.50 eV Å⁻¹
Relative energy (zero: lowest compared OMol25 entry of this formula, charge and spin) ... 292.2 kJ/mol
SMILES ... [H]/N=C/CC/C=[NH+]\N

```
! RIJCOSX wB97M-V def2-TZVPD def2/J DEFGRID3
* xyz 1 1
H -1.38 -1.35 1.60
N -1.12 -0.73 0.81
C -1.94 0.15 0.31
C -1.36 0.94 -0.77
C 0.13 0.88 -0.70
C 0.59 -0.52 -0.55
N 1.61 -0.95 0.12
N 2.38 -0.20 0.99
H -2.99 0.12 0.51
H -1.68 0.61 -1.81
H -1.70 2.04 -0.78
H 0.47 1.31 -1.62
H 0.34 1.58 -0.02
H 0.18 -1.15 -1.30
H 1.90 -1.94 0.10
H 2.88 -1.00 1.52
H 1.69 0.21 1.59
*
```

=====

The following is a quantum chemistry calculation of one molecule with the formula CN4O3, from the Open Molecules 2025 dataset.

Properties
Frontier orbital gap ... 10.73 eV
Highest occupied orbital energy ... -12.37 eV
Max |F| ... 3.36 eV Å⁻¹
Relative energy (zero: lowest compared OMol25 entry of this formula, charge and spin) ... 71.7 kJ/mol
SMILES ... O=[N+]([O-])c1nnon1

```
! RIJCOSX wB97M-V def2-TZVPD def2/J DEFGRID3
* xyz 0 1
O -0.26 -1.15 -1.80
N 0.56 -0.90 -0.98
O 1.70 -1.36 -0.91
C 0.10 0.01 0.06
N -1.16 0.56 -0.02
N -1.43 1.28 0.92
O -0.30 1.26 1.74
N 0.64 0.48 1.14
*
```

=====

The following is a quantum chemistry calculation of C20H42Br16FIN3 as an isolated structure, from the Open Molecules 2025 dataset.

Properties
Frontier orbital gap ... 7.35 eV
Highest occupied orbital energy ... -11.48 eV
Max |F| ... 0.72 eV Å⁻¹

```
! RIJCOSX wB97M-V def2-TZVPD def2/J DEFGRID3
* xyz 1 1
C -1.45 1.97 0.01
C -1.08 0.53 0.28
F -2.22 -0.23 0.46
C -0.21 0.29 1.52
N 0.73 1.37 1.84
C 1.71 1.76 1.07
N 1.86 1.20 -0.16
N 2.64 2.66 1.51
I 2.58 4.43 0.47
H -0.58 2.59 -0.19
H -2.03 2.42 0.81
H -2.06 1.99 -0.89
H -0.57 0.11 -0.59
H -0.88 0.17 2.38
H 0.35 -0.64 1.42
H 0.62 1.82 2.74
H 1.17 1.45 -0.86
H 2.79 1.33 -0.53
H 2.59 2.84 2.50
Br 4.91 -4.16 -3.72
C 5.86 -3.01 -2.49
C 4.95 -1.95 -1.90
Br 4.53 -0.56 -3.20
H 6.69 -2.58 -3.03
H 6.24 -3.65 -1.69
H 5.45 -1.45 -1.07
H 4.00 -2.37 -1.58
Br -2.77 -3.75 2.13
C -2.58 -4.13 0.23
C -1.17 -4.49 -0.13
Br -0.01 -2.92 -0.10
H -2.92 -3.24 -0.29
H -3.25 -4.96 0.02
H -1.12 -4.88 -1.15
H -0.73 -5.21 0.55
Br 2.91 1.67 -5.70
C 3.23 3.59 -5.72
C 4.22 4.06 -4.69
Br 3.42 4.12 -2.90
H 2.27 4.07 -5.59
H 3.61 3.79 -6.72
H 4.52 5.08 -4.89
H 5.10 3.42 -4.62
Br -3.72 4.12 2.58
C -4.85 5.28 1.50
C -5.48 4.54 0.35
Br -4.20 4.17 -1.07
H -4.21 6.09 1.17
H -5.61 5.65 2.17
H -6.26 5.16 -0.11
H -5.90 3.59 0.64
Br -2.59 7.50 -0.86
C -2.52 9.24 0.01
C -1.60 9.22 1.19
Br -2.36 8.24 2.69
H -3.54 9.48 0.29
H -2.17 9.94 -0.74
H -1.42 10.23 1.55
H -0.65 8.74 0.97
Br -1.55 6.96 6.39
C 0.09 7.99 6.33
C 0.84 7.79 5.04
Br 1.69 6.04 4.98
H 0.68 7.69 7.19
H -0.20 9.03 6.44
H 1.64 8.52 4.95
H 0.18 7.85 4.18
Br -1.23 -7.71 2.01
C -1.96 -9.14 0.91
C -1.15 -9.37 -0.33
Br -1.44 -7.97 -1.66
H -2.98 -8.86 0.69
H -1.95 -10.03 1.54
H -1.46 -10.30 -0.81
H -0.08 -9.39 -0.14
Br -1.73 -13.20 -2.80
C 0.16 -12.80 -2.63
C 0.78 -13.46 -1.43
Br 0.22 -12.62 0.23
H 0.24 -11.72 -2.57
H 0.63 -13.15 -3.54
H 1.86 -13.37 -1.47
H 0.50 -14.51 -1.34
*
```

=====

The following is a quantum chemistry calculation of one molecule with the formula C7H10N4O, from the Open Molecules 2025 dataset.

Properties
Frontier orbital gap ... 9.15 eV
Highest occupied orbital energy ... -8.47 eV
Max |F| ... 3.92 eV Å⁻¹
Relative energy (zero: lowest compared OMol25 entry of this formula, charge and spin) ... 613.4 kJ/mol

```
! RIJCOSX wB97M-V def2-TZVPD def2/J DEFGRID3
* xyz 0 1
C -2.43 -1.74 -0.91
C -1.93 -0.54 -0.29
C -1.61 -2.84 -0.78
C 0.08 -1.67 0.21
C -0.71 -0.48 0.25
C -0.53 2.04 0.33
C 2.42 -0.15 -0.66
N -0.42 -2.84 -0.26
N 3.09 -0.46 1.54
N -0.08 0.69 0.80
N 2.39 -0.58 0.56
O 1.30 -1.74 0.74
H -3.51 -1.90 -1.08
H -2.51 0.42 -0.39
H -1.99 -3.82 -1.26
H 3.31 -1.36 1.98
H -1.08 1.96 -0.68
H -1.42 2.47 1.00
H 0.35 2.61 0.38
H 3.33 0.24 -0.98
H 1.47 -0.23 -1.30
H -0.49 0.61 1.72
*
```

=====

The following is a quantum chemistry calculation of a 2-piece molecular cluster, C4H12 overall, from the Open Molecules 2025 dataset.

Properties
Frontier orbital gap (spin up / spin down) ... 13.85 / 3.85 eV
Highest occupied orbital energy (spin up / spin down) ... -16.87 / -15.34 eV
Max |F| ... 0.92 eV Å⁻¹
<S²> ... 0.7532
Relative energy (zero: lowest compared OMol25 entry of this formula, charge and spin) ... 45.9 kJ/mol

```
! RIJCOSX wB97M-V def2-TZVPD def2/J DEFGRID3
* xyz 1 2
C 2.26 -0.32 1.01
C 1.89 0.87 0.17
H 1.37 -0.92 1.33
H 2.89 -1.02 0.46
H 2.66 -0.03 1.98
H 2.47 1.76 0.43
H 0.81 1.14 0.35
H 2.03 0.67 -0.89
C -1.86 -0.92 -0.91
C -2.31 0.37 -0.35
H -2.29 -1.12 -1.89
H -0.76 -0.88 -1.07
H -2.01 -1.77 -0.24
H -3.10 0.28 0.43
H -2.57 1.08 -1.12
H -1.49 0.82 0.30
*
```

=====

The following is a quantum chemistry calculation of C13H16Cl2N2O7Ta as an isolated structure, from the Open Molecules 2025 dataset.

Properties
Frontier orbital gap ... 6.02 eV
Highest occupied orbital energy ... -18.05 eV
Max |F| ... 0.68 eV Å⁻¹
Relative energy (zero: lowest compared OMol25 entry of this formula, charge and spin) ... 14.1 kJ/mol

```
! RIJCOSX wB97M-V def2-TZVPD def2/J DEFGRID3
* xyz 3 1
Ta -0.24 -0.46 -0.38
C -3.76 0.08 1.71
C -2.27 0.00 1.99
C -1.85 0.62 3.30
O -1.53 0.70 0.85
C -1.81 -1.46 1.90
O -1.97 -2.33 2.66
O -1.16 -1.69 0.61
H -4.09 1.12 1.74
H -4.30 -0.47 2.49
H -4.02 -0.35 0.74
H -2.21 1.65 3.36
H -0.77 0.59 3.44
H -2.31 0.06 4.11
H -1.40 1.63 1.11
C -1.49 2.65 -3.79
O -1.64 1.18 -3.92
C -1.36 0.39 -2.98
O -0.91 0.76 -1.82
N -1.54 -0.92 -3.19
N -1.28 -1.78 -2.09
H -1.82 3.02 -4.75
H -0.44 2.87 -3.61
H -2.14 2.99 -2.99
H -1.93 -1.27 -4.06
H -0.65 -2.52 -2.40
H -2.15 -2.21 -1.78
Cl 6.99 -0.37 1.09
C 5.29 -0.27 0.98
C 4.55 0.27 2.03
C 3.16 0.38 1.99
Cl 2.30 1.06 3.31
C 2.49 -0.07 0.88
O 1.13 0.00 0.81
C 3.22 -0.64 -0.21
C 2.57 -1.16 -1.32
O 1.28 -1.16 -1.49
C 4.63 -0.74 -0.14
H 5.07 0.63 2.92
H 3.14 -1.61 -2.13
H 5.18 -1.17 -0.96
*
```

=====

The following is a quantum chemistry calculation of a 2-piece molecular cluster, C3H3ClN2S overall, from the Open Molecules 2025 dataset.

Properties
Frontier orbital gap (spin up / spin down) ... 6.31 / 6.31 eV
Highest occupied orbital energy (spin up / spin down) ... -9.11 / -9.11 eV
Max |F| ... 6.19 eV Å⁻¹
Relative energy (zero: lowest compared OMol25 entry of this formula, charge and spin) ... 374.4 kJ/mol

```
! RIJCOSX wB97M-V def2-TZVPD def2/J DEFGRID3
* xyz 0 1
C 0.24 1.10 -1.34
C -0.13 -0.16 -0.91
C 0.60 1.05 0.86
N 0.76 1.77 -0.16
N 0.09 -0.09 0.43
S -0.70 -1.86 1.95
Cl -1.21 -3.52 1.05
H -0.09 1.54 -2.29
H -0.61 -0.97 -1.45
H 1.04 1.16 1.87
*
```

=====

The following is a quantum chemistry calculation of a 14-piece molecular cluster, C3H34NO15 overall, from the Open Molecules 2025 dataset.

Properties
Frontier orbital gap ... 8.62 eV
Highest occupied orbital energy ... -6.37 eV
Max |F| ... 2.23 eV Å⁻¹
Relative energy (zero: lowest compared OMol25 entry of this formula, charge and spin) ... 166.2 kJ/mol

```
! RIJCOSX wB97M-V def2-TZVPD def2/J DEFGRID3
* xyz -1 1
N -2.00 0.67 1.25
C -0.58 0.53 0.97
C -0.24 -0.64 0.06
O -0.40 -0.20 -1.28
C 0.27 0.38 2.26
O 1.63 0.41 1.85
H -2.44 0.99 0.38
H -2.43 -0.24 1.39
H -0.18 1.49 0.62
H 0.79 -0.96 0.20
H -0.92 -1.49 0.24
H 0.82 0.86 -1.95
H 0.04 1.21 2.92
H 0.10 -0.57 2.78
H 2.18 -2.62 1.14
H 2.01 -0.49 1.89
O 2.65 -2.12 1.84
H 3.58 2.13 -2.53
H 1.94 0.71 -2.98
O 1.56 1.36 -2.39
H -2.16 2.38 -2.88
H -0.77 2.96 -3.06
O -1.70 3.18 -3.19
H -2.40 -2.30 -1.37
H -1.16 -1.62 -2.03
O -1.89 -2.27 -2.18
H 2.05 1.86 0.96
H 2.08 2.10 -0.45
O 2.27 2.61 0.36
H -1.48 -3.58 1.90
H -3.00 -3.35 2.14
O -2.35 -3.59 1.47
H 3.55 -2.40 1.62
H 3.75 2.05 -0.97
O 4.14 1.81 -1.82
H -2.79 -0.23 -2.56
H -1.68 0.46 -1.79
O -2.53 0.67 -2.32
H 0.78 -3.90 -0.71
H 1.90 -2.83 -1.25
O 1.62 -3.48 -0.56
H 0.87 -1.16 -1.94
H 2.34 -0.98 -1.57
O 1.80 -1.46 -2.22
H -0.13 -2.22 3.52
H 0.42 -3.45 2.63
O -0.26 -3.13 3.24
H -2.34 2.33 2.38
H -1.96 3.79 2.30
O -2.04 3.07 2.94
H -1.68 4.42 -0.81
H -1.96 3.01 -0.40
O -1.64 3.84 -0.04
*
```